(1)
Formula: C36H40GeN5O3Ti
Source: OMol25
Level of theory: ωB97M-V/def2-TZVPD

```
86
Properties=species:S:1:pos:R:3:forces:R:3
Ti -4.78951 12.36010 16.31677 1.050 -0.777 -0.049
C -3.36059 13.44896 13.58931 0.730 1.459 0.977
O -4.46034 12.74000 14.13647 -1.233 -1.812 0.445
C -4.86554 11.58580 13.34944 0.891 1.429 -0.771
C -4.71249 11.73433 11.97356 -0.881 -0.868 -0.234
C -4.92012 10.65003 11.13259 0.728 -0.698 2.013
C -5.11721 9.42074 11.77012 -0.388 -1.181 -1.495
C -5.30741 9.27229 13.12713 -0.085 -0.458 0.020
C -5.18739 10.37846 13.95971 -0.295 0.729 0.067
N -5.36586 10.40774 15.37920 -0.143 -0.638 -0.348
N -5.73747 9.28492 15.85951 0.299 1.378 0.276
C -6.00537 9.22829 17.20055 -0.627 -1.341 0.710
C -5.63479 10.15845 18.19374 0.439 -0.856 -0.316
O -4.72421 11.15730 17.96616 -0.475 0.203 -0.271
C -6.05671 9.93729 19.53443 1.688 2.369 0.333
C -6.80722 8.90263 19.93141 -0.270 -1.713 -2.095
C -7.12027 7.85855 18.95127 -0.343 0.575 2.558
C -7.79892 6.70780 19.44355 0.889 0.703 -2.240
C -7.92391 5.65557 18.58591 -1.708 -0.823 2.869
C -7.57306 5.72206 17.28634 0.789 0.480 -3.488
C -6.99595 6.85988 16.74296 0.287 1.408 1.027
C -6.70092 7.96217 17.63170 0.346 0.302 -1.492
H -2.66930 12.85434 13.04616 0.290 -0.990 -0.512
H -3.72012 14.23356 12.94145 -0.074 0.365 -0.072
H -2.77282 13.84940 14.43765 -0.529 0.019 -0.406
H -4.46374 12.63571 11.46699 0.212 0.851 0.262
H -4.69886 10.72277 10.09442 -0.220 0.024 -0.645
H -5.14200 8.49298 11.15596 -0.076 0.846 0.476
H -5.50848 8.26090 13.49572 0.109 0.622 0.162
H -5.58165 10.67230 20.22070 -0.877 -0.629 -0.202
H -7.08785 8.70671 20.93805 -0.154 0.196 0.704
H -8.33075 6.70653 20.34791 -0.095 0.033 1.374
H -8.48104 4.81061 18.99313 0.263 -0.089 -0.450
H -7.84519 4.92841 16.58620 0.231 0.045 0.386
H -6.78444 7.02784 15.68879 -0.067 -0.517 0.235
C -7.51292 12.50182 17.26323 -2.286 -1.618 -1.530
N -6.86179 13.07288 16.09386 0.263 0.088 -0.656
C -7.49575 12.70787 14.82793 -0.522 -1.723 0.346
C -6.97128 14.51962 16.25520 -0.339 1.232 0.803
C -5.61431 15.19689 16.18366 -0.269 1.399 -0.309
N -4.62743 14.55816 17.06895 0.024 -0.403 -0.863
C -3.34309 15.32588 16.87616 -0.891 0.271 2.241
C -5.00839 14.63670 18.48470 0.312 1.357 0.061
H -8.63257 12.65324 17.26024 1.071 0.338 0.045
H -7.04018 12.99166 18.04423 0.360 0.148 2.088
H -7.41233 11.42288 17.26556 0.252 -0.157 0.228
H -8.54718 12.93460 14.87234 -0.481 0.354 -0.148
H -7.41541 11.64466 14.63571 -0.119 -0.365 0.382
H -7.02331 13.10862 13.97455 0.526 1.157 -0.708
H -7.49834 14.70802 17.23891 0.846 0.168 -1.069
H -7.66763 14.90787 15.51942 0.136 0.289 -0.239
H -5.75252 16.28006 16.41740 0.124 -0.563 0.192
H -5.13380 15.23436 15.18464 -0.711 -0.432 0.229
H -3.48708 16.28033 17.51058 0.655 -1.194 -1.377
H -3.17224 15.49654 15.84231 -0.017 0.462 -0.814
H -2.51016 14.74211 17.24707 0.137 -0.021 0.356
H -4.79028 15.66945 18.83260 -0.255 -0.581 0.105
H -4.42019 13.94386 19.03183 0.692 -0.514 0.662
H -6.04266 14.42681 18.69655 -0.299 -0.016 -0.221
O -2.54713 10.44734 14.34249 0.790 -1.130 -0.895
C -2.63692 11.10181 15.29005 0.331 0.831 0.657
N -2.77018 11.86474 16.21686 -0.788 0.161 0.482
Ge -2.65353 10.84798 18.79439 -0.862 1.260 1.116
C -2.14720 9.22844 18.03215 0.128 -0.369 -0.542
C -3.02676 8.20108 18.29520 -0.581 -0.661 0.342
C -2.66274 6.88879 18.08350 -1.246 -0.997 0.303
C -1.35237 6.63454 17.75188 -0.723 -3.030 -0.396
C -0.52310 7.60721 17.35445 1.393 1.161 -0.164
C -0.93652 8.90580 17.43795 0.415 1.604 0.263
C -1.69878 12.48514 19.10394 0.513 0.930 0.254
C -1.88082 13.27989 20.30984 -1.181 -2.976 -1.855
C -1.22076 14.43865 20.47874 1.521 1.659 0.827
C -0.21586 14.79636 19.55466 -0.786 0.554 -0.035
C -0.00569 14.01419 18.41431 0.694 1.823 0.586
C -0.73481 12.89795 18.15736 -0.840 -1.586 0.774
H -3.47222 10.69606 20.09321 0.214 -0.345 -0.122
H -3.99012 8.41547 18.71130 -0.369 -0.070 0.196
H -3.41437 6.06075 18.19167 0.967 0.937 0.147
H -0.97408 5.60682 17.67292 -0.413 0.332 0.195
H 0.48292 7.36179 17.07672 0.284 0.058 -0.346
H -0.28747 9.71342 17.14703 0.369 0.096 -0.100
H -2.54891 12.90134 21.08179 -0.076 0.151 -0.182
H -1.41755 15.02127 21.40730 0.364 -0.330 -0.935
H 0.32358 15.75196 19.67630 -0.199 -0.757 -0.016
H 0.71548 14.38134 17.71107 0.417 -0.123 -0.269
H -0.50226 12.25282 17.30607 -0.249 0.494 0.104
```
Positions in Å, forces in eV/Å.

For the LUMO energy (spin up / spin down), the calculation gives -6.845 / -6.810 eV. The expectation value of S² is 0.753. As for the spin multiplicity: 2. Its HOMO-LUMO gap (spin up / spin down) is 6.284 / 6.323 eV. The value obtained for the energy above the lowest of the compared OMol25 structures with the same formula, charge and spin is 1.6680 eV. Its net charge is +2. The molar mass is 711.23 g mol⁻¹.

---

(2)
Formula: C36H40IrN6O6
Source: OMol25
Level of theory: ωB97M-V/def2-TZVPD

```
89
Properties=species:S:1:pos:R:3:forces:R:3
Ir 0.92409 -0.13977 -0.75709 -1.324 1.086 -2.392
C 1.41885 -3.14827 -2.02148 -0.017 -0.064 -0.455
C 2.14322 -2.43710 -3.15769 0.021 -0.037 0.166
C 1.32078 -1.36512 -3.79644 0.213 -0.095 -0.130
C 1.14355 -1.35016 -5.17449 -0.161 0.141 -0.013
C 0.40192 -0.34250 -5.76773 -0.022 0.045 0.094
C -0.15796 0.63598 -4.96001 0.019 -0.143 0.020
C 0.05087 0.56023 -3.59892 -0.210 0.296 -0.123
N 0.77185 -0.41469 -3.03041 0.160 1.049 1.564
N 1.56481 -2.51680 -0.69947 -0.687 0.815 0.299
C 2.93106 -2.63414 -0.19248 0.225 0.146 0.268
C 3.76366 -1.43014 -0.49368 0.292 -0.154 0.117
C 5.09759 -1.40826 -0.12281 0.004 0.100 -0.155
C 5.83498 -0.25444 -0.32733 -0.092 -0.045 -0.019
C 5.22629 0.82367 -0.95353 0.004 -0.186 -0.088
C 3.90282 0.71142 -1.32434 -0.054 0.457 -0.305
N 3.18269 -0.38497 -1.08359 -1.428 -0.157 0.853
C 0.60843 -3.13117 0.22539 -0.108 -0.184 0.436
C -0.78951 -2.75690 -0.14463 -0.206 -0.204 0.013
C -1.86993 -3.55057 0.19466 0.005 0.025 -0.044
C -3.14271 -3.14411 -0.17238 0.044 0.064 -0.045
C -3.28624 -1.96992 -0.89265 0.125 -0.116 0.049
C -2.15653 -1.22817 -1.18231 -0.219 0.217 -0.247
N -0.94177 -1.61273 -0.80578 0.603 0.153 -0.032
H 1.79452 -4.17535 -1.95909 -0.040 0.025 0.168
H 0.35710 -3.19747 -2.25698 0.016 -0.075 0.032
H 2.39808 -3.17940 -3.91177 0.013 0.045 -0.027
H 3.07527 -1.99749 -2.80582 0.100 -0.146 -0.126
H 1.58330 -2.12791 -5.78223 0.056 -0.045 0.073
H 0.25923 -0.31712 -6.83930 0.022 -0.035 -0.016
H -0.75189 1.43875 -5.37075 0.003 0.034 0.018
H -0.36850 1.30333 -2.93329 0.028 -0.060 0.002
H 3.41477 -3.52952 -0.59700 -0.052 0.001 0.006
H 2.91017 -2.75111 0.89297 -0.098 0.007 -0.022
H 5.54298 -2.27889 0.33905 -0.030 -0.020 0.026
H 6.86555 -0.20039 -0.00507 0.021 0.010 -0.009
H 5.76660 1.73796 -1.14800 -0.031 0.020 -0.055
H 3.38499 1.52310 -1.81750 0.004 -0.034 0.134
H 0.80377 -2.76757 1.23605 0.098 0.008 -0.051
H 0.71652 -4.22125 0.23380 0.047 0.021 -0.052
H -1.71534 -4.46446 0.75207 0.036 -0.034 -0.030
H -4.00535 -3.74136 0.08886 -0.007 -0.007 0.015
H -4.25627 -1.62214 -1.21483 0.003 0.018 -0.045
H -2.22495 -0.29142 -1.71546 0.011 -0.056 0.024
C -5.48105 3.16312 -0.19081 -0.186 -0.200 0.035
O -4.48520 4.17756 -0.19670 0.053 0.086 0.054
C -3.20791 3.84791 -0.31131 0.455 -0.021 -0.084
C -2.30852 4.94344 -0.37495 0.193 0.234 -0.046
C -0.98076 4.72915 -0.57270 -0.477 0.481 0.090
C -0.44937 3.42702 -0.69332 0.489 -1.130 0.024
C 0.91914 3.17797 -0.99268 -1.645 1.038 0.427
C 1.83056 4.35509 -1.21573 0.329 -0.398 -0.165
O 1.42325 2.03714 -1.13802 0.988 -2.424 0.205
C -1.33449 2.30791 -0.55406 0.310 1.421 0.090
O -0.94726 1.08364 -0.62207 0.489 -2.423 -0.161
C -2.71522 2.55926 -0.37748 0.041 -0.694 -0.016
H -6.43076 3.68641 -0.14317 0.021 -0.017 0.005
H -5.38129 2.51242 0.68009 0.059 0.044 0.008
H -5.44159 2.56593 -1.10435 0.057 0.051 -0.007
H -2.71651 5.93898 -0.27578 0.026 0.023 -0.040
H -0.33217 5.59045 -0.64462 0.045 -0.014 0.020
H 1.45794 4.96035 -2.04079 0.012 0.036 0.010
H 2.82971 3.99765 -1.45244 0.021 0.078 -0.001
H 1.87648 4.97448 -0.32116 -0.036 -0.013 0.022
H -3.35156 1.69005 -0.28016 -0.064 0.058 0.018
C -2.08702 -2.67746 4.06707 0.116 0.048 -0.051
C -0.78723 -1.91524 4.30267 -0.112 0.021 0.074
C -0.74872 -0.44836 3.77987 -0.166 -0.090 -0.400
C -1.90357 0.41831 4.30272 0.151 0.143 0.097
C -1.75005 1.87920 3.87910 -0.032 -0.151 0.034
C 0.56381 0.11449 4.30688 -0.230 -0.087 -0.008
O 0.74196 0.38879 5.46109 0.060 0.002 -0.029
N 1.59716 0.24791 3.38175 0.114 0.077 0.024
C 1.44225 0.11219 2.03678 0.052 0.087 0.506
O 2.36169 0.35174 1.24956 0.647 0.336 0.509
N 0.27582 -0.30723 1.51984 1.215 0.283 -1.896
C -0.86566 -0.51428 2.23628 -0.388 0.082 0.793
O -1.92692 -0.79297 1.72155 0.132 0.181 -0.067
H -1.94109 -3.72503 4.32926 -0.033 -0.002 0.079
H -2.39801 -2.62131 3.02650 -0.065 -0.036 -0.006
H -2.88980 -2.28312 4.68666 -0.046 -0.009 -0.005
H 0.04995 -2.45956 3.84806 0.031 -0.006 0.051
H -0.59177 -1.86534 5.37587 0.097 -0.007 -0.038
H -1.90335 0.35589 5.39202 -0.065 -0.072 -0.013
H -2.84200 0.01797 3.92418 0.033 -0.088 0.032
H -0.88802 2.33875 4.36364 0.008 0.039 -0.011
H -2.63195 2.44845 4.16614 0.003 0.058 -0.027
H -1.62852 1.96442 2.79513 -0.055 0.052 -0.031
H 2.48423 0.59426 3.72307 -0.029 0.035 0.003
```
Positions in Å, forces in eV/Å.

For the LUMO energy (spin up / spin down), the calculation gives -8.001 / -7.693 eV. The expectation value of S² is 0.762. As for the spin multiplicity: 2. Its HOMO-LUMO gap (spin up / spin down) is 5.223 / 5.510 eV. The value obtained for the energy above the lowest of the compared OMol25 structures with the same formula, charge and spin is 4.2767 eV. Its net charge is +2. The molar mass is 844.97 g mol⁻¹.

---

(3)
Formula: C36H40IrP2
Source: OMol25
Level of theory: ωB97M-V/def2-TZVPD

```
79
Properties=species:S:1:pos:R:3:forces:R:3
Ir -0.84628 5.27350 -0.09586 0.060 -4.230 -0.415
C 0.53217 0.71354 -1.65744 -1.037 -2.799 0.987
C 0.89226 1.32627 -2.78455 1.213 0.573 -3.560
C 0.13254 1.90955 -3.92915 1.171 0.392 -0.392
C -0.43419 3.29072 -3.65603 -0.319 0.030 -0.307
C -1.36610 3.40104 -2.48011 -0.395 -0.226 -1.054
C -2.08915 2.42950 -1.87849 0.400 3.345 2.268
C -2.03492 0.98203 -1.83572 -0.053 -1.416 -0.691
C -0.81538 0.02945 -1.58624 -0.329 1.081 1.258
C 0.27342 5.68251 1.41408 1.192 1.235 2.260
H 1.32993 0.33105 -1.00513 -0.445 0.521 0.090
H 1.93090 1.15489 -3.14371 -0.279 0.264 0.977
H -0.60903 1.27657 -4.43368 -0.225 -0.439 0.778
H 0.87012 2.03040 -4.74083 -0.221 0.001 0.264
H 0.41615 4.01417 -3.61407 -0.808 -0.401 -0.043
H -1.03384 3.47424 -4.57019 0.289 0.604 0.418
H -1.69706 4.43385 -2.30965 -0.048 -0.442 -0.096
H -2.84888 2.88246 -1.15063 0.836 -0.719 -1.233
H -2.26176 0.77435 -2.87611 -1.101 -0.737 -0.230
H -2.84433 0.72539 -1.14303 0.153 -0.769 -0.569
H -0.85836 -0.45222 -0.59625 -0.182 0.251 -0.215
H -1.02266 -0.81318 -2.29347 0.969 0.504 0.271
H 0.85964 4.82103 1.65392 0.447 -0.222 0.515
H -0.36330 6.02282 2.23775 0.463 0.164 0.188
H 0.86279 6.45992 0.96143 0.659 0.688 0.733
P 1.26143 7.69362 -1.48435 1.635 -0.091 -1.707
P -1.35367 7.23451 -0.73601 -4.425 4.007 -1.287
C 0.09367 7.76822 -2.85480 -1.078 -0.181 -0.024
C -1.19182 7.47180 -2.52187 1.714 1.152 -0.031
C 2.38948 9.13590 -1.73275 -0.545 -0.179 0.480
C 2.46728 9.88441 -2.91540 0.205 -0.237 0.425
C 3.44677 10.86887 -3.02709 -0.318 -0.324 -0.037
C 4.29610 11.11745 -1.95952 0.075 -0.009 0.117
C 4.18506 10.40395 -0.76993 0.083 -0.002 0.226
C 3.22901 9.41364 -0.64171 -0.249 -0.146 -0.497
C 2.39649 6.31422 -2.07539 -0.747 -0.415 0.221
C 1.91723 5.01752 -1.82720 0.263 0.127 0.728
C 2.81426 3.95282 -1.75640 -0.583 -0.242 -0.578
C 4.10760 4.08248 -2.27975 0.040 0.105 0.339
C 4.53341 5.34144 -2.70943 -0.193 -0.008 -0.514
C 3.68828 6.45409 -2.59777 -0.245 -0.015 0.300
C -1.82421 9.02205 -0.15897 0.500 0.745 -0.179
C -0.87948 10.08288 -0.20414 0.211 -0.285 -0.170
C -1.25375 11.43484 -0.14054 -0.200 -0.504 0.003
C -2.60196 11.77170 0.01603 0.079 -0.129 0.044
C -3.56594 10.76406 0.09354 0.440 -0.188 -0.096
C -3.17674 9.41722 -0.01677 -0.253 -0.481 -0.140
C -2.97953 6.30438 -0.56867 1.228 1.335 -0.016
C -3.45526 6.15572 0.76272 -0.128 -0.192 -0.011
C -4.68260 5.54064 0.96908 -0.163 -0.145 0.034
C -5.45876 5.15362 -0.13286 0.287 -0.212 0.267
C -5.03476 5.42759 -1.45295 0.615 0.166 -0.020
C -3.80188 6.03212 -1.69580 -0.785 -0.749 0.504
H 0.48531 8.07631 -3.82894 -0.586 -0.134 0.125
H -2.06220 7.65803 -3.14274 0.163 -0.338 -0.191
H 1.80713 9.69244 -3.75239 0.049 0.031 0.065
H 3.53057 11.40331 -3.96666 0.085 0.106 0.181
H 5.05834 11.87208 -2.04663 0.128 0.167 -0.042
H 4.83946 10.59906 0.07614 -0.025 0.116 -0.256
H 3.14345 8.83879 0.28085 0.028 0.138 -0.174
H 0.82683 4.83137 -1.62465 1.054 0.235 0.112
H 2.43000 3.03650 -1.29145 0.388 0.046 -0.441
H 4.77077 3.21178 -2.35248 -0.230 0.472 0.206
H 5.51640 5.47036 -3.17604 -0.400 -0.108 0.279
H 3.99653 7.43244 -2.95367 0.245 -0.088 0.290
H 0.18566 9.87228 -0.35375 -0.396 0.036 0.156
H -0.50312 12.23006 -0.24094 -0.293 -0.519 0.129
H -2.88666 12.82431 0.06333 0.009 -0.348 0.000
H -4.62980 11.01987 0.20383 0.609 -0.227 -0.068
H -3.98701 8.68354 -0.04973 0.387 0.099 0.130
H -2.83853 6.50514 1.60314 -0.400 -0.130 -0.357
H -5.01507 5.35464 1.99704 -0.010 0.072 -0.523
H -6.38170 4.59572 0.03813 0.204 0.346 -0.118
H -5.65917 5.12310 -2.28855 -0.003 0.211 0.130
H -3.47185 6.27816 -2.70796 -0.219 -0.296 0.395
C -0.91052 3.34147 0.87566 -0.484 -1.931 -0.274
H -1.38087 2.47949 0.32730 0.562 0.997 0.194
H -1.21767 3.12990 1.90620 -0.277 0.977 0.016
H 0.19136 3.19563 0.94195 -0.459 -0.085 -0.546
```
Positions in Å, forces in eV/Å.

For the LUMO energy (spin up / spin down), the calculation gives -5.935 / -9.899 eV. The expectation value of S² is 8.794. As for the spin multiplicity: 6. Its HOMO-LUMO gap (spin up / spin down) is 4.377 / 3.933 eV. The value obtained for the energy above the lowest of the compared OMol25 structures with the same formula, charge and spin is 3.2681 eV. Its net charge is +2. The molar mass is 726.88 g mol⁻¹.